DFT (ωB97M-V/def2-TZVPD) results for a structure of composition C46H27F15GeN7O4PSTl.

The value obtained for the LUMO energy is -3.6 eV. The calculation puts the frontier orbital gap at 0.232 hartree. For the HOMO energy, the calculation gives -0.3659 hartree. The molecular weight is 1366.771 g/mol. The value obtained for the total energy is -6940.0515 Eh.

The geometry in ORCA input format:
```
! RIJCOSX wB97M-V def2-TZVPD def2/J DEFGRID3
* xyz 1 1
Tl -0.270 0.950 -0.536
Ge -3.698 3.021 -0.231
S -3.091 1.157 0.615
P -1.996 -2.492 -1.358
F -9.654 3.682 0.842
F -2.452 2.435 -6.207
F -1.268 4.460 -4.826
F -5.238 3.220 2.318
F -4.794 5.989 0.268
F 0.534 5.875 1.222
F -1.793 4.829 -2.249
F -7.860 3.431 2.867
F -8.795 3.731 -1.732
F -0.697 3.615 0.622
F -6.195 3.531 -2.296
F -4.208 0.789 -4.943
F -3.526 8.221 0.896
F -0.850 8.212 1.373
F -4.795 1.179 -2.359
O 2.414 0.560 -4.449
O 0.269 -3.948 -0.696
O -0.457 -2.036 -1.613
O 4.544 0.450 -4.127
N 3.410 0.042 -4.001
N 2.441 0.576 0.092
N 0.462 -0.410 1.665
N -4.074 -2.968 0.073
N -3.895 -4.167 -2.054
N -4.420 -1.773 -2.023
N 1.721 2.312 -1.966
C -2.426 3.813 -2.870
C -4.790 -1.882 -0.613
C -2.843 7.083 0.833
C -6.100 3.315 1.294
C -3.055 -1.263 -2.143
C -0.532 -0.811 2.453
C 2.914 -3.445 -1.673
C -5.621 3.318 -0.006
C 2.988 2.278 -1.549
C -3.626 1.786 -4.271
C 1.840 -2.584 -1.897
C 1.984 -1.446 -2.680
C -2.663 -2.676 0.318
C -3.292 2.992 -2.179
C -1.465 4.731 0.699
C -2.730 2.622 -4.921
C 0.534 -2.962 -1.321
C -0.782 5.891 1.007
C 3.230 -1.193 -3.209
C -7.917 3.591 -0.740
C -0.385 -1.822 3.390
C 4.705 0.700 -0.644
C 5.047 -0.324 0.219
C -7.442 3.435 1.604
C -2.132 3.650 -4.216
C 1.889 -2.016 2.675
C -3.893 1.994 -2.930
C -4.287 -4.226 -0.643
C 3.500 4.286 -2.738
C 0.849 -2.442 3.486
C -3.482 5.892 0.518
C 3.909 3.254 -1.909
C -6.562 3.471 -1.005
C 4.148 -3.168 -2.238
C 4.314 -2.027 -3.012
C -2.823 4.672 0.440
C 3.385 1.142 -0.664
C 4.074 -0.884 1.026
C 1.667 -0.975 1.779
C -2.444 -4.044 -2.183
C -8.358 3.568 0.572
C -4.604 -3.051 -2.699
C 2.190 4.314 -3.179
C 2.770 -0.411 0.926
C 1.338 3.305 -2.759
C -1.481 7.084 1.077
H 2.854 -2.491 2.756
H -5.668 -3.289 -2.699
H -4.271 -2.963 -3.734
H -1.476 -0.289 2.325
H -2.543 -1.753 0.889
H -2.140 -4.004 -3.233
H -3.739 -5.028 -0.146
H 4.920 3.227 -1.532
H 1.010 -3.242 4.196
H 1.825 5.098 -3.826
H 4.982 -3.836 -2.075
H 2.766 -4.326 -1.064
H -4.590 -0.930 -0.117
H 0.304 3.295 -3.074
H 1.174 -0.755 -2.860
H -5.352 -4.453 -0.600
H 4.337 -1.662 1.724
H -2.971 -0.295 -1.630
H -5.856 -2.100 -0.547
H 5.441 1.138 -1.301
H 5.266 -1.777 -3.459
H 4.197 5.060 -3.026
H -2.170 -3.500 0.835
H -1.212 -2.103 4.026
H -1.948 -4.889 -1.703
H -2.760 -1.146 -3.189
H 6.066 -0.684 0.265
*
```



DFT (ωB97M-V/def2-TZVPD) results for a structure of composition C46H32Co2F3O7PS.

The value obtained for the LUMO energy is -2.6 eV. The calculation puts the frontier orbital gap at 0.170 hartree. For the HOMO energy, the calculation gives -0.2638 hartree. The molecular weight is 934.656 g/mol. The value obtained for the total energy is -6103.1438 Eh.

The geometry in ORCA input format:
```
! RIJCOSX wB97M-V def2-TZVPD def2/J DEFGRID3
* xyz 0 1
Co 1.752 2.889 -3.385
Co 1.225 5.463 -2.352
S -2.281 1.137 1.371
P 2.346 0.884 -4.186
F 4.487 -2.450 1.965
F 4.708 -0.730 3.330
F 5.045 -0.496 1.166
O 4.240 4.010 -4.440
O -1.700 1.684 2.575
O 0.741 3.524 -6.048
O 0.187 7.819 -0.985
O 0.885 6.366 -5.073
O 3.904 6.412 -2.896
O -3.134 1.962 0.532
C 2.796 -0.739 1.923
C -5.190 -2.149 2.658
C 0.934 5.899 -4.014
C 1.178 -2.044 -1.560
C 6.207 -0.605 -3.892
C -0.644 1.893 -1.679
C 1.373 -0.400 -3.321
C 2.068 -0.513 -8.638
C -3.776 2.947 -3.458
C -4.204 -0.821 0.874
C 1.580 -0.934 -6.308
C -4.406 -1.470 3.600
C -3.514 -0.482 3.188
C 4.246 -1.113 2.100
C 0.226 -0.020 1.073
C -1.673 2.011 -2.673
C 0.560 -1.375 1.315
C -5.077 -1.828 1.295
C 1.384 -1.239 -7.658
C -1.001 0.443 0.344
C 0.096 -0.778 -3.766
C 5.896 0.969 -2.078
C 2.259 0.235 -5.911
C 1.170 0.963 1.447
C 6.699 0.040 -2.747
C 3.284 3.670 -3.883
C -3.223 3.144 -4.740
C 1.390 3.505 -1.694
C 4.098 0.593 -3.689
C 0.986 3.342 -4.924
C 1.830 -1.725 1.782
C 2.440 0.608 1.880
C 4.615 1.257 -2.559
C -0.726 -1.584 -2.978
C -3.404 -0.181 1.831
C 2.965 0.938 -6.910
C -1.254 2.001 -4.025
C 1.900 -1.029 -2.183
C -1.973 2.582 -5.052
C -3.042 2.314 -2.460
C 0.529 2.482 -2.013
C 0.577 6.844 -1.470
C 2.874 5.953 -2.623
C 2.900 0.548 -8.254
C -0.160 -2.276 -1.898
C 4.916 -0.332 -4.359
H -3.458 2.153 -1.473
H 6.835 -1.330 -4.419
H -5.676 -2.362 0.553
H 4.547 -0.845 -5.247
H -0.287 -0.476 -4.742
H 2.896 -0.775 -1.823
H 1.978 3.481 -0.750
H 0.705 -2.051 -7.940
H 3.490 1.081 -9.006
H -5.913 -2.905 2.995
H 6.263 1.475 -1.179
H -1.602 2.587 -6.088
H 4.022 2.009 -2.032
H 3.171 1.348 2.190
H 7.705 -0.179 -2.376
H 2.093 -2.762 1.994
H -1.787 -1.700 -3.230
H -0.299 1.524 -4.261
H -4.472 -1.699 4.665
H -3.775 3.688 -5.513
H -2.879 0.028 3.907
H -0.129 -2.179 1.039
H -4.798 3.280 -3.241
H -0.886 1.528 -0.598
H 3.586 1.793 -6.639
H -0.757 -3.008 -1.342
H 0.938 2.022 1.312
H -4.129 -0.565 -0.185
H 1.959 -0.779 -9.692
H 1.651 -2.643 -0.780
H 1.182 -1.639 -5.579
H -1.434 -0.308 -0.304
*
```



DFT (ωB97M-V/def2-TZVPD) results for a structure of composition C46H34MnNO3P2SSe3Te.

The value obtained for the LUMO energy (spin up / spin down) is 2.1 / 2.1 eV. The expectation value of S² is 8.758. The calculation puts the frontier orbital gap (spin up / spin down) at 0.191 / 0.193 hartree. For the HOMO energy (spin up / spin down), the calculation gives -0.1140 / -0.1163 hartree. The molecular weight is 1162.215 g/mol. The value obtained for the total energy is -11758.3204 Eh.

The geometry in ORCA input format:
```
! RIJCOSX wB97M-V def2-TZVPD def2/J DEFGRID3
* xyz -1 6
Te -0.183 0.010 5.145
Se -2.036 1.326 3.819
Se -1.114 1.725 1.718
Se 1.697 0.102 3.547
Mn 0.645 -0.121 1.213
S -1.162 1.676 -1.637
P 1.844 1.634 -0.525
P -0.626 -1.690 -2.187
O 1.981 -1.833 0.778
O 0.277 -0.927 -1.294
O 2.228 -4.041 1.058
N -0.645 -2.144 1.626
C 1.509 -2.555 -6.163
C -2.292 -3.431 2.849
C -2.169 -0.810 -2.595
C -2.465 -4.892 -0.397
C -0.009 -4.242 -1.502
C -3.566 1.152 -2.701
C 2.058 -1.688 -5.233
C 5.034 -0.841 -0.927
C -0.184 -5.472 -0.894
C -2.343 0.566 -2.379
C 0.291 -3.174 -5.903
C -1.931 -2.319 2.064
C 6.122 -0.059 -0.560
C 1.963 3.597 1.359
C 1.390 -1.432 -4.044
C -2.283 -3.651 -0.985
C 0.975 1.764 -5.066
C -0.069 1.661 -4.169
C -1.417 -5.801 -0.351
C 1.486 1.732 -2.317
C 2.196 4.435 -0.890
C -2.921 -1.396 1.665
C -3.212 -1.532 -3.174
C -1.283 -4.373 3.166
C -0.371 -2.926 -4.715
C 0.249 -3.079 1.861
C -4.421 -0.939 -3.495
C 2.526 1.867 -3.238
C 0.177 1.652 -2.798
C -3.640 -3.591 3.234
C 2.281 1.885 -4.600
C -4.225 -1.596 2.021
C -1.058 -3.325 -1.557
C 5.930 1.259 -0.178
C 0.171 -2.049 -3.780
C 2.338 5.720 -0.390
C 2.019 3.366 -0.019
C 3.566 1.033 -0.567
C 1.624 -2.972 1.186
C -4.602 0.412 -3.242
C -0.036 -4.225 2.645
C 2.307 5.943 0.979
C 3.761 -0.303 -0.922
C -4.589 -2.698 2.818
C 2.120 4.881 1.853
C 4.655 1.807 -0.178
H 1.808 -0.753 -3.312
H -1.533 -5.223 3.791
H -2.601 -0.533 1.095
H 6.772 1.866 0.132
H 1.776 2.773 2.041
H 2.217 4.275 -1.960
H 0.652 -6.153 -0.816
H -4.984 -0.885 1.720
H -3.092 -2.932 -0.963
H 5.171 -1.885 -1.177
H 2.412 6.949 1.366
H 3.106 1.981 -5.294
H 3.546 1.929 -2.879
H -5.541 0.897 -3.475
H -0.133 -3.861 -6.625
H 2.903 -0.933 -1.126
H -1.554 -6.758 0.136
H 2.471 6.548 -1.075
H 0.770 1.759 -6.130
H -1.090 1.590 -4.524
H -5.624 -2.825 3.111
H -5.213 -1.535 -3.928
H -3.909 -4.442 3.850
H -1.303 -3.436 -4.511
H 7.117 -0.488 -0.548
H 2.070 5.051 2.920
H -3.689 2.213 -2.524
H 3.007 -1.205 -5.426
H -3.417 -5.128 0.061
H 0.966 -3.977 -1.894
H -3.088 -2.593 -3.356
H 4.515 2.836 0.126
H 0.761 -4.937 2.796
H 2.029 -2.758 -7.091
*
```